Record 1
34
Properties=species:S:1:pos:R:3:nbo_charge:R:1 method="wB97M-V/def2-TZVPD" max_force_ha_per_bohr=0.0876 charge=+1 molar_mass_g_mol=467.50 homo_lumo_gap_ev="3.85 / 3.85" multiplicity=1 e_above_lowest_ev=1.675
Ga -2.107 1.053 -1.039 2.0560
O -0.456 2.470 2.263 -0.5702
C -1.115 1.776 1.356 0.8439
O -1.222 2.224 0.194 -0.7177
C -1.596 0.398 1.749 -0.2407
O -2.485 -0.190 0.753 -0.5489
C -3.873 -0.014 1.081 -0.1924
C -4.635 0.264 -0.270 0.7459
O -5.840 0.089 -0.394 -0.4857
O -3.875 0.572 -1.333 -0.8392
H -0.014 3.254 1.799 0.5410
H -0.685 -0.253 1.826 0.3168
H -1.993 0.326 2.834 0.2831
H -4.342 -0.922 1.548 0.2660
H -3.898 0.865 1.736 0.2038
C 3.205 1.531 -2.630 -0.6446
C 2.636 1.061 -1.321 -0.0431
O 1.225 0.754 -1.627 -0.8799
P 0.542 -0.740 -1.527 1.9232
O -1.001 -0.548 -1.467 -1.1809
Te 1.592 -1.934 -3.387 -0.3934
O 0.869 -1.262 0.007 -0.8869
C 1.650 -2.478 0.325 -0.0592
C 1.955 -2.382 1.781 -0.6329
H 4.155 2.060 -2.529 0.2245
H 2.541 2.204 -3.140 0.2217
H 3.358 0.649 -3.253 0.2431
H 2.597 1.860 -0.589 0.1741
H 3.062 0.150 -0.906 0.1980
H 2.598 -2.484 -0.264 0.2104
H 0.976 -3.309 -0.018 0.2097
H 2.479 -1.481 2.008 0.2144
H 2.650 -3.154 2.029 0.2389
H 1.047 -2.411 2.404 0.2013


Record 2
21
Properties=species:S:1:pos:R:3:nbo_charge:R:1 method="wB97M-V/def2-TZVPD" max_force_ha_per_bohr=0.0114 charge=0 molar_mass_g_mol=142.17 homo_lumo_gap_ev=10.39 multiplicity=1 e_above_lowest_ev=0.773
F 0.652 -1.215 0.739 -0.3300
C -0.562 -1.809 0.790 0.3890
C -1.672 -1.036 1.098 -0.2797
C -2.920 -1.656 1.148 -0.1887
C -3.040 -3.022 0.892 -0.2369
C -1.906 -3.775 0.585 -0.1976
C -0.651 -3.169 0.531 -0.2930
H -1.548 0.037 1.294 0.2382
H -3.810 -1.060 1.390 0.2233
H -4.026 -3.505 0.933 0.2201
H -1.996 -4.850 0.383 0.2205
H 0.258 -3.737 0.292 0.2337
C -1.021 0.575 -1.981 -0.2549
O -2.375 0.231 -1.762 -0.5441
C -2.628 -1.090 -2.196 -0.2546
H -0.876 1.609 -1.627 0.1919
H -0.759 0.529 -3.051 0.1653
H -0.338 -0.087 -1.422 0.1699
H -2.434 -1.207 -3.276 0.1641
H -2.014 -1.823 -1.647 0.1715
H -3.692 -1.309 -2.004 0.1920


Record 3
56
Properties=species:S:1:pos:R:3:nbo_charge:R:1 method="wB97M-V/def2-TZVPD" max_force_ha_per_bohr=0.1505 charge=0 molar_mass_g_mol=455.08 homo_lumo_gap_ev=7.28 multiplicity=1 e_above_lowest_ev=0.000
C -0.171 1.920 -3.094 -0.6188
C -1.468 1.712 -2.272 -0.3964
C -1.398 0.605 -1.163 -0.4184
C -0.031 -0.110 -1.048 -0.6962
P -0.204 -1.678 -0.023 0.5797
N 1.452 -2.314 0.217 -0.7639
C 2.055 -2.245 -0.845 0.8495
O 2.632 -2.421 -1.841 -0.5198
B -0.943 -1.267 1.714 0.8073
O -1.504 -2.314 2.427 -0.8646
O -0.944 -0.026 2.324 -0.8819
H 0.009 1.128 -3.843 0.2172
H 0.737 2.049 -2.488 0.2034
H -0.303 2.843 -3.689 0.2238
H -2.303 1.539 -2.969 0.2086
H -1.699 2.666 -1.763 0.2004
H -1.668 1.067 -0.200 0.2074
H -2.166 -0.160 -1.375 0.2111
H 0.267 -0.473 -2.048 0.2404
H 0.762 0.506 -0.587 0.2176
H -1.719 -2.974 1.750 0.5003
H -0.268 0.538 1.932 0.4982
C -1.288 -0.445 5.333 -0.2888
O -1.981 0.041 6.504 -0.6938
P -3.668 0.098 6.418 2.4283
O -3.885 0.918 7.656 -1.0687
O -3.799 -1.511 6.679 -0.8323
C -3.254 -2.063 7.870 -0.2521
O -5.192 0.145 5.743 -0.7917
C -6.289 -0.076 6.616 -0.2299
H -0.238 -0.575 5.587 0.1953
H -1.695 -1.407 5.011 0.1927
H -1.373 0.275 4.525 0.1994
H -3.152 -1.314 8.656 0.2052
H -2.281 -2.510 7.660 0.1751
H -3.929 -2.847 8.216 0.1859
H -6.439 0.786 7.264 0.1991
H -6.147 -0.977 7.213 0.1849
H -7.174 -0.202 5.993 0.1877
C 3.413 -1.854 -4.850 -0.2891
O 2.865 -0.595 -5.298 -0.6937
P 3.713 0.803 -4.867 2.4277
O 2.644 1.785 -5.250 -1.0718
O 4.825 0.568 -6.041 -0.8316
C 4.395 0.491 -7.396 -0.2527
O 4.759 1.792 -4.028 -0.7918
C 5.060 3.052 -4.612 -0.2301
H 2.857 -2.658 -5.327 0.1993
H 4.468 -1.942 -5.126 0.1807
H 3.307 -1.934 -3.771 0.2074
H 3.431 0.979 -7.544 0.2051
H 4.329 -0.553 -7.704 0.1759
H 5.142 0.990 -8.013 0.1883
H 4.205 3.722 -4.535 0.1986
H 5.365 2.946 -5.653 0.1863
H 5.888 3.478 -4.045 0.1901


Record 4
155
Properties=species:S:1:pos:R:3:mulliken_charge:R:1 method="wB97M-V/def2-TZVPD" max_force_ha_per_bohr=0.0367 charge=0 molar_mass_g_mol=877.69 homo_lumo_gap_ev=7.28 multiplicity=1 e_above_lowest_ev=0.000
N 2.124 0.192 4.204 -0.0613
H 2.976 -0.178 4.625 0.4196
H 1.391 -0.570 4.326 0.3444
H 2.352 0.287 3.197 0.0387
H 1.858 1.083 4.609 0.4056
Cl 0.352 0.468 0.818 1.2817
O 1.461 0.527 -0.080 -0.6573
O 0.374 -0.729 1.627 -0.6609
O 0.402 1.617 1.681 -0.8302
O -0.877 0.486 0.084 -0.3622
C 6.172 -1.056 -1.797 -1.7188
C 6.457 0.387 -1.419 1.7306
C 7.212 1.208 -2.473 -1.3985
C 6.309 1.473 -3.694 -0.6057
C 5.128 2.349 -3.272 -1.1401
C 4.334 1.764 -2.052 1.9969
N 5.271 1.209 -1.088 0.1927
O 4.601 0.557 -0.007 -0.6372
C 3.578 2.900 -1.389 -1.3606
C 3.321 0.793 -2.658 -1.1826
C 7.386 0.364 -0.198 -2.0226
H 7.041 -1.580 -2.201 0.4360
H 5.408 -1.151 -2.573 0.2964
H 5.847 -1.650 -0.940 0.3798
H 7.437 2.162 -1.987 0.4519
H 8.183 0.806 -2.768 0.4262
H 6.045 0.507 -4.128 0.2737
H 7.015 1.983 -4.354 0.4886
H 4.489 2.318 -4.153 0.2613
H 5.584 3.299 -2.996 0.4192
H 3.156 2.568 -0.439 -0.3904
H 4.187 3.783 -1.170 0.6102
H 2.793 3.302 -2.035 0.4094
H 2.647 0.312 -1.945 0.0656
H 2.706 1.368 -3.348 0.1598
H 3.841 -0.001 -3.197 0.2400
H 8.329 -0.174 -0.317 0.3904
H 6.905 -0.145 0.642 0.3462
H 7.646 1.373 0.129 0.3930
H 4.053 -0.138 -0.415 0.3383
C -2.822 1.399 -6.820 -2.1100
C -1.582 1.182 -5.940 1.7638
C -0.789 2.510 -6.104 -1.5910
C 0.300 2.601 -5.067 -0.4943
C -0.284 2.622 -3.662 -0.8723
C -1.154 1.376 -3.390 2.1959
N -1.997 1.068 -4.540 0.3012
O -2.874 0.009 -4.298 -0.4584
C -0.199 0.234 -2.987 1.2116
C -2.057 1.731 -2.194 -2.4135
C -0.777 -0.018 -6.443 -1.6548
H -3.519 0.568 -6.675 0.3678
H -2.585 1.443 -7.884 0.4010
H -3.352 2.312 -6.554 0.4354
H -0.371 2.566 -7.114 0.5490
H -1.491 3.344 -6.091 0.3842
H 0.869 3.543 -5.090 0.4933
H 1.108 1.887 -5.259 0.1900
H -0.862 3.540 -3.563 0.4847
H 0.530 2.544 -2.941 -0.0848
H 0.307 0.540 -2.062 -0.5682
H -0.715 -0.676 -2.678 -1.5711
H 0.672 0.081 -3.628 0.4370
H -2.800 2.451 -2.537 0.5684
H -2.582 0.849 -1.827 0.3932
H -1.445 2.143 -1.394 0.3687
H -1.431 -0.888 -6.507 0.4301
H 0.074 -0.235 -5.792 0.2752
H -0.276 0.210 -7.386 0.4173
H -2.349 -0.790 -4.474 0.3127
C -4.569 3.733 2.448 -1.5051
C -3.104 3.465 2.826 0.1442
C -2.922 2.166 3.597 0.6671
O -3.585 2.170 4.847 -0.4588
C -2.713 2.573 5.884 -0.5054
N -2.376 3.433 1.530 -0.5792
H -4.648 4.660 1.890 0.3960
H -5.096 3.782 3.406 0.3710
H -4.988 2.902 1.879 0.2909
H -2.684 4.298 3.397 0.4404
H -1.838 1.999 3.665 0.2263
H -3.269 1.331 2.978 -0.4534
H -2.376 3.593 5.686 0.2802
H -1.870 1.900 6.068 0.1204
H -3.270 2.602 6.821 0.2955
H -1.415 3.124 1.648 0.0950
H -2.870 2.722 0.998 0.2481
C -6.094 -4.975 3.652 -1.3577
C -5.898 -4.209 2.347 0.5482
C -4.686 -3.314 2.439 -0.5016
O -4.553 -2.409 1.376 -0.5088
C -3.693 -1.323 1.656 -0.6548
N -5.736 -5.175 1.246 -0.7011
H -5.349 -5.773 3.720 0.2865
H -7.094 -5.399 3.734 0.3924
H -5.883 -4.400 4.562 0.3034
H -6.733 -3.519 2.195 0.3244
H -3.758 -3.912 2.532 -0.0632
H -4.629 -2.771 3.395 0.4181
H -4.294 -0.598 2.213 0.5778
H -3.370 -0.874 0.718 0.2365
H -2.772 -1.655 2.150 0.1091
H -4.987 -5.810 1.522 0.2736
H -6.532 -5.813 1.306 0.2771
C -1.503 -1.056 4.904 -0.7619
C -0.593 -2.267 5.098 0.3411
C -1.293 -3.602 4.862 -0.7740
O -2.608 -3.670 5.335 -0.2465
C -3.123 -4.931 5.714 -0.8575
N 0.493 -2.113 4.115 -0.5069
H -2.438 -1.123 5.470 0.4958
H -1.845 -0.850 3.889 -0.2041
H -1.020 -0.171 5.327 0.1452
H -0.189 -2.185 6.111 0.2835
H -0.679 -4.431 5.242 0.3972
H -1.362 -3.745 3.773 0.2662
H -2.472 -5.352 6.485 0.3824
H -3.165 -5.573 4.826 0.3232
H -4.141 -4.772 6.056 0.2284
H 1.095 -2.933 4.154 0.2590
H 0.040 -2.062 3.204 0.0866
C 5.302 2.658 3.293 -1.4659
C 3.811 2.927 3.053 0.4387
C 3.666 4.243 2.277 -0.6484
O 2.346 4.712 2.327 -0.3375
C 2.052 5.553 1.230 -0.6315
N 3.230 1.820 2.294 0.1004
H 5.776 3.490 3.809 0.4632
H 5.799 2.460 2.338 0.1850
H 5.467 1.745 3.869 0.3387
H 3.354 3.045 4.040 0.3151
H 4.060 4.072 1.268 0.1480
H 4.333 4.999 2.717 0.5207
H 1.116 6.074 1.384 0.3068
H 2.027 4.953 0.306 0.0960
H 2.893 6.212 0.972 0.3648
H 3.816 1.706 1.465 0.1535
H 2.354 2.061 1.817 -0.0450
C -1.807 -5.695 -4.396 -1.5663
C -2.421 -5.051 -3.144 0.5610
C -2.291 -3.519 -3.146 -0.9295
O -2.746 -2.982 -1.911 -0.3449
C -1.684 -2.720 -1.014 -0.1262
N -3.814 -5.508 -2.994 -0.6499
H -0.737 -5.479 -4.495 0.3739
H -2.267 -5.294 -5.302 0.3279
H -1.928 -6.772 -4.298 0.4431
H -1.891 -5.445 -2.272 0.3480
H -2.917 -3.200 -3.990 0.3997
H -1.250 -3.221 -3.280 0.3473
H -2.048 -2.750 0.013 -0.0372
H -1.322 -1.697 -1.185 -0.1533
H -0.780 -3.340 -1.061 0.3356
H -3.780 -6.524 -2.927 0.2793
H -4.298 -5.436 -3.893 0.2683